Record 1
Here is C31H28HgN5O11 as an isolated structure in a non-equilibrium geometry from the Open Molecules 2025 dataset. Energies are from ωB97M-V/def2-TZVPD.

Geometry as XYZ:
```
76
C31H28HgN5O11 | the Open Molecules 2025 dataset | ωB97M-V/def2-TZVPD
Hg 17.216 12.663 0.336
C 16.521 15.905 -0.098
O 16.630 14.543 -0.387
H 17.468 16.408 -0.322
H 15.790 16.336 -0.797
H 16.255 16.152 0.933
C 14.376 17.216 3.605
C 14.140 18.367 2.843
C 14.085 19.623 3.428
C 14.279 19.727 4.792
C 14.634 18.648 5.565
C 14.676 17.410 4.947
N 14.303 21.086 5.378
O 14.082 21.214 6.557
O 14.686 21.964 4.626
H 14.607 16.266 3.145
H 14.139 18.261 1.764
H 14.028 20.509 2.815
H 14.877 18.688 6.616
H 14.872 16.565 5.597
C 20.322 19.642 1.146
C 19.831 18.548 0.448
C 20.652 17.520 -0.014
C 22.000 17.664 0.224
C 22.529 18.780 0.856
C 21.688 19.719 1.400
N 22.955 16.698 -0.337
O 24.121 16.783 -0.024
O 22.507 15.789 -1.018
H 19.554 20.322 1.490
H 18.762 18.479 0.287
H 20.197 16.599 -0.345
H 23.591 18.874 1.027
H 22.080 20.558 1.960
C 14.533 18.334 -4.215
C 15.083 18.699 -2.983
C 16.431 18.995 -2.967
C 17.194 19.044 -4.118
C 16.660 18.599 -5.315
C 15.305 18.286 -5.361
N 18.646 19.311 -4.053
O 19.079 19.697 -2.988
O 19.324 19.055 -5.030
H 13.520 17.955 -4.299
H 14.428 18.833 -2.134
H 16.864 19.334 -2.031
H 17.305 18.506 -6.177
H 14.895 17.939 -6.299
C 13.563 14.540 -3.129
C 12.410 14.328 -3.867
C 12.446 14.161 -5.244
C 13.697 14.043 -5.845
C 14.866 14.116 -5.120
C 14.786 14.393 -3.763
N 13.756 13.892 -7.296
O 14.855 13.629 -7.768
O 12.751 14.015 -7.958
H 13.543 14.694 -2.058
H 11.421 14.357 -3.425
H 11.497 14.031 -5.739
H 15.840 14.062 -5.577
H 15.652 14.514 -3.121
C 18.787 15.707 -5.289
C 18.576 14.540 -6.009
C 18.220 13.394 -5.314
C 18.173 13.428 -3.924
C 18.614 14.522 -3.201
C 18.896 15.682 -3.905
N 17.505 12.307 -3.278
O 17.016 11.417 -3.898
O 17.597 12.319 -2.031
H 18.786 16.684 -5.756
H 18.625 14.508 -7.088
H 18.016 12.479 -5.852
H 18.639 14.579 -2.124
H 19.114 16.573 -3.331
```

Its frontier orbital gap is 4.18 eV. The lowest unoccupied orbital energy is -8.0 eV. The calculation puts the relative energy (zero: lowest compared OMol25 entry of this formula, charge and spin) at 1.469 eV. As for the net charge: +1. Its multiplicity is 1.

***

Record 2
Here is C31H28IN6O2ReS3Te as an isolated structure in a non-equilibrium geometry from the Open Molecules 2025 dataset. Energies are from ωB97M-V/def2-TZVPD.

Geometry as XYZ:
```
73
C31H28IN6O2ReS3Te | the Open Molecules 2025 dataset | ωB97M-V/def2-TZVPD
Re -0.277 -0.590 0.219
C -2.773 -0.182 -3.710
C -2.496 1.114 -2.909
N -2.959 2.268 -3.411
C -2.835 3.394 -2.666
C -2.287 3.415 -1.417
C -2.085 4.736 -0.683
O -0.798 4.855 -0.153
C -1.829 2.217 -0.867
C -1.310 2.301 0.453
N -0.669 1.406 1.104
C -0.066 1.650 2.365
C 1.315 1.783 2.409
C 1.980 2.079 3.568
C 1.242 2.189 4.709
C -0.146 2.018 4.725
C -0.812 1.840 3.523
I -2.870 1.737 3.606
C -1.797 1.041 -1.694
O -1.313 -0.097 -1.341
H -1.907 -0.825 -3.759
H -3.027 0.113 -4.750
H -3.641 -0.662 -3.262
H -3.192 4.380 -3.116
H -2.762 4.819 0.169
H -2.351 5.550 -1.339
H -0.154 5.082 -0.846
H -1.469 3.220 1.004
H 1.784 1.734 1.440
H 3.070 2.213 3.634
H 1.770 2.437 5.621
H -0.802 2.145 5.619
S -2.414 -1.731 1.049
C -1.644 -2.916 0.005
N -0.451 -2.585 -0.374
C 0.089 -3.519 -1.279
C 1.251 -3.412 -2.036
C 1.594 -4.451 -2.889
C 0.860 -5.642 -2.914
C -0.323 -5.703 -2.217
C -0.722 -4.625 -1.431
S -2.204 -4.385 -0.517
H 1.890 -2.525 -2.015
H 2.432 -4.334 -3.575
H 1.214 -6.499 -3.569
H -0.949 -6.583 -2.232
C 1.522 -1.264 6.424
C 0.239 -1.681 5.613
C 0.627 -1.865 4.187
N 0.153 -1.227 3.176
N 0.831 -1.530 1.960
C 1.785 -2.362 2.114
N 2.564 -2.793 1.115
S 1.933 -2.940 3.744
H 1.250 -1.182 7.459
H 2.071 -0.439 5.955
H 2.207 -2.160 6.438
H -0.475 -0.889 5.650
H -0.037 -2.563 6.081
H 2.158 -2.977 0.206
H 3.207 -3.517 1.328
Te 2.032 0.167 -0.804
C 1.588 1.024 -2.707
C 1.553 2.379 -2.770
C 1.195 2.993 -3.992
C 0.886 2.179 -5.129
C 1.047 0.829 -5.062
C 1.265 0.255 -3.777
H 1.835 2.941 -1.926
H 1.018 4.052 -4.008
H 0.603 2.733 -6.044
H 0.691 0.178 -5.856
H 1.096 -0.809 -3.621
```

Its frontier orbital gap (alpha / beta) is 7.68 / 6.52 eV. The expectation value of S² is 3.7782. The lowest unoccupied orbital energy (alpha / beta) is -2.8 / -4.1 eV. The calculation puts the relative energy (zero: lowest compared OMol25 entry of this formula, charge and spin) at 0.970 eV. As for the net charge: +1. Its multiplicity is 4.

***

Record 3
Here is C31H28IN6O3S5Ti as an isolated structure from the Open Molecules 2025 dataset. Energies are from ωB97M-V/def2-TZVPD.

Geometry as XYZ:
```
75
C31H28IN6O3S5Ti | the Open Molecules 2025 dataset | ωB97M-V/def2-TZVPD
Ti -1.508 0.335 0.801
S 0.148 1.674 1.669
C -0.643 3.136 2.321
C -0.167 4.343 1.803
C -0.680 5.561 2.211
C -1.680 5.588 3.175
C -2.128 4.403 3.730
C -1.626 3.162 3.322
S -2.456 1.792 4.087
C -1.222 0.485 4.345
C -1.615 -0.811 3.695
C -1.692 -1.950 4.422
C -1.994 -3.188 3.779
C -2.294 -3.213 2.466
C -2.356 -1.982 1.731
C -2.862 -1.868 0.459
S -1.966 0.802 -1.470
C -1.218 -0.166 -2.736
C -2.008 -0.416 -3.863
C -1.504 -1.083 -4.963
C -0.188 -1.526 -4.961
C 0.598 -1.311 -3.846
C 0.094 -0.637 -2.736
S 0.681 -0.775 -0.069
N -1.882 -0.829 2.341
H 0.610 4.305 1.051
H -0.297 6.479 1.786
H -2.090 6.529 3.518
H -2.873 4.425 4.515
H -1.133 0.322 5.417
H -0.259 0.835 3.985
H -1.507 -1.919 5.486
H -2.005 -4.100 4.361
H -2.556 -4.126 1.950
H -3.020 -2.757 -0.135
H -3.246 -0.961 0.009
H -3.030 -0.061 -3.865
H -2.141 -1.254 -5.821
H 0.220 -2.046 -5.817
H 1.628 -1.643 -3.811
N 6.088 -4.049 -2.008
C 4.832 -3.810 -1.545
C 4.630 -3.406 -0.212
C 3.365 -3.144 0.252
C 2.276 -3.285 -0.606
C 2.453 -3.685 -1.927
C 3.719 -3.949 -2.392
S 0.684 -2.924 -0.030
O -0.287 -3.395 -0.970
O 0.547 -3.152 1.379
N 1.005 -0.441 -1.650
C 2.114 0.448 -1.848
N 1.883 1.731 -1.613
C 2.915 2.549 -1.802
C 4.150 2.091 -2.229
C 4.262 0.731 -2.450
N 3.243 -0.104 -2.257
H 6.863 -4.082 -1.371
H 6.222 -4.460 -2.913
H 5.481 -3.308 0.451
H 3.209 -2.839 1.279
H 1.590 -3.801 -2.570
H 3.864 -4.271 -3.416
H 2.740 3.600 -1.606
H 4.984 2.759 -2.386
H 5.193 0.291 -2.787
N -4.952 2.614 0.783
C -3.650 2.586 0.611
O -2.994 1.602 1.036
C -2.933 3.755 0.006
I -3.945 4.644 -1.634
H -5.409 1.837 1.237
H -5.502 3.368 0.400
H -1.956 3.425 -0.331
H -2.816 4.522 0.772
```

Its frontier orbital gap (alpha / beta) is 6.08 / 6.10 eV. The lowest unoccupied orbital energy (alpha / beta) is -3.6 / -3.6 eV. The calculation puts the relative energy (zero: lowest compared OMol25 entry of this formula, charge and spin) at 3.638 eV. As for the net charge: +1. Its multiplicity is 1.